Record 1
Below is C6H12O as an isolated structure at a distorted geometry, with properties calculated with ωB97M-V with the def2-TZVPD basis set.

The geometry in XYZ format:
```
19
Properties=species:S:1:pos:R:3:nbo_charge:R:1
O -1.056 -0.398 0.980 -0.63
C -0.302 0.122 2.032 -0.06
C 1.217 -0.222 1.723 -0.43
C -1.623 0.393 -1.733 -0.59
C 0.164 -0.508 -0.397 0.15
C 1.328 0.085 0.251 -0.47
C -0.153 0.034 -1.798 -0.45
H -0.497 -0.331 3.026 0.18
H -1.775 1.066 -0.887 0.23
H -0.434 1.217 2.151 0.14
H 1.539 1.140 0.022 0.22
H -1.969 0.846 -2.658 0.20
H 1.884 -0.584 -0.479 0.25
H -2.197 -0.512 -1.519 0.21
H 1.944 0.304 2.357 0.21
H 0.458 0.920 -2.051 0.20
H 0.131 -1.580 -0.287 0.20
H 0.037 -0.688 -2.615 0.22
H 1.304 -1.303 1.881 0.20
```

The value obtained for the energy above the lowest of the compared OMol25 structures with the same formula, charge and spin is 2.6356 eV. For the total energy, the calculation gives -8461.7183 eV. Its LUMO energy is 1.022 eV. As for the gap between HOMO and LUMO: 0.37120 hartree. The net charge is 0. For the HOMO energy, the calculation gives -9.08 eV.


Record 2
Below is one molecule with the formula C6H12O at a distorted geometry, with properties calculated with ωB97M-V with the def2-TZVPD basis set.

The geometry in XYZ format:
```
19
Properties=species:S:1:pos:R:3:nbo_charge:R:1
O 1.370 -0.433 1.555 -0.75
C 1.716 -0.825 -0.775 -0.65
C -1.640 -0.209 -0.133 -0.39
C -1.263 1.213 0.218 -0.42
C 0.784 -0.416 0.300 0.32
C 0.202 1.316 -0.051 -0.49
C -0.548 -1.107 0.304 -0.46
H 1.232 -0.829 -1.753 0.21
H 1.309 0.672 1.299 0.52
H -0.727 -1.456 1.319 0.23
H -1.852 1.960 -0.325 0.22
H -2.594 -0.522 0.287 0.21
H -1.441 1.361 1.287 0.20
H 0.419 1.442 -1.111 0.21
H -1.758 -0.292 -1.214 0.19
H 0.688 2.145 0.478 0.21
H 2.582 -0.166 -0.811 0.22
H 2.044 -1.847 -0.562 0.22
H -0.524 -2.005 -0.315 0.21
```

The value obtained for the energy above the lowest of the compared OMol25 structures with the same formula, charge and spin is 2.3315 eV. For the total energy, the calculation gives -8462.0224 eV. Its SMILES is CC1(O)CCCC1. Its LUMO energy is 0.990 eV. As for the gap between HOMO and LUMO: 0.38694 hartree. The net charge is 0. For the HOMO energy, the calculation gives -9.54 eV.


Record 3
Below is a 2-piece molecular cluster, C6H12O overall at a distorted geometry, with properties calculated with ωB97M-V with the def2-TZVPD basis set.

The geometry in XYZ format:
```
19
Properties=species:S:1:pos:R:3:nbo_charge:R:1
O -4.820 -2.011 -1.783 -0.92
C 2.425 1.731 0.335 -0.41
C 1.791 -0.349 -0.828 -0.66
C 0.425 0.623 2.346 -0.38
C 1.552 0.743 0.198 -0.01
C 0.335 0.380 1.018 -0.02
C -0.841 0.037 0.211 -0.65
H -0.354 0.777 3.042 0.20
H -0.681 0.378 -0.745 0.21
H 1.467 -0.267 -1.917 0.23
H -0.911 -1.096 -0.007 0.22
H 2.287 2.688 0.871 0.21
H -5.206 -1.752 -2.600 0.46
H -1.788 0.435 0.576 0.23
H -4.742 -2.955 -2.089 0.46
H 1.474 0.830 2.632 0.20
H 2.861 -0.485 -0.786 0.22
H 1.288 -1.307 -0.338 0.20
H 3.436 1.603 -0.134 0.19
```

The value obtained for the energy above the lowest of the compared OMol25 structures with the same formula, charge and spin is 2.8369 eV. For the total energy, the calculation gives -8461.5171 eV. Its SMILES is C=C(C)C(=C)C.O. Its LUMO energy is 0.828 eV. As for the gap between HOMO and LUMO: 0.35109 hartree. The net charge is 0. For the HOMO energy, the calculation gives -8.73 eV.


Record 4
Below is one molecule with the formula C6H12O at a distorted geometry, with properties calculated with ωB97M-V with the def2-TZVPD basis set.

The geometry in XYZ format:
```
19
Properties=species:S:1:pos:R:3:nbo_charge:R:1
O -2.460 -1.176 -0.477 -0.70
C 2.317 -0.939 0.194 -0.45
C 1.442 0.084 0.419 0.03
C 2.002 1.489 0.739 -0.67
C -2.223 0.217 -0.550 -0.07
C -0.020 -0.293 0.539 -0.45
C -0.718 0.567 -0.719 -0.41
H -0.319 -1.278 0.151 0.23
H -0.345 0.102 -1.566 0.20
H -0.431 1.603 -0.517 0.21
H 3.272 -0.663 -0.192 0.19
H -2.342 -1.467 -1.396 0.46
H -0.366 -0.163 1.524 0.20
H 1.514 1.889 1.635 0.23
H 1.975 -2.010 0.488 0.21
H 2.089 2.150 -0.154 0.22
H 3.074 1.163 0.995 0.23
H -2.744 0.785 -1.346 0.16
H -2.493 0.544 0.458 0.18
```

The value obtained for the energy above the lowest of the compared OMol25 structures with the same formula, charge and spin is 2.7745 eV. For the total energy, the calculation gives -8461.5794 eV. Its SMILES is C=C(C)CCCO. Its LUMO energy is 0.927 eV. As for the gap between HOMO and LUMO: 0.35328 hartree. The net charge is 0. For the HOMO energy, the calculation gives -8.69 eV.


Record 5
Below is a 2-piece molecular cluster, C6H12O overall at a distorted geometry, with properties calculated with ωB97M-V with the def2-TZVPD basis set.

The geometry in XYZ format:
```
19
Properties=species:S:1:pos:R:3:nbo_charge:R:1
O 0.787 2.443 0.735 -0.95
C -0.446 -1.485 0.289 -0.14
C 0.385 -0.157 -1.570 -0.17
C -1.291 -0.480 0.705 -0.20
C -1.681 -0.364 2.219 -0.64
C 0.537 -1.400 -0.778 -0.51
C 1.476 0.623 -1.993 -0.44
H -2.275 -1.251 2.650 0.22
H 0.207 2.993 0.333 0.45
H -0.962 0.413 0.296 0.18
H 0.881 1.678 0.041 0.48
H 1.593 -1.605 -0.543 0.24
H 2.459 0.198 -1.814 0.19
H -0.575 0.320 -1.783 0.21
H 0.361 -2.225 -1.567 0.23
H -0.766 -0.224 2.787 0.22
H 1.477 1.502 -2.700 0.22
H -2.228 0.566 2.221 0.21
H -0.346 -2.339 0.967 0.19
```

The value obtained for the energy above the lowest of the compared OMol25 structures with the same formula, charge and spin is 3.1831 eV. For the total energy, the calculation gives -8461.1709 eV. Its SMILES is C=CC/C=C/C.O. Its LUMO energy is 0.978 eV. As for the gap between HOMO and LUMO: 0.37036 hartree. The net charge is 0. For the HOMO energy, the calculation gives -9.10 eV.


Record 6
Below is a 2-piece molecular cluster, C6H12O overall, with properties calculated with ωB97M-V with the def2-TZVPD basis set.

The geometry in XYZ format:
```
19
Properties=species:S:1:pos:R:3:nbo_charge:R:1
O 0.397 1.388 1.557 -0.54
C 2.023 -0.693 -0.369 -0.16
C 1.299 -1.737 -0.765 -0.43
C -1.409 0.549 0.195 -0.52
C -2.812 0.263 0.736 -0.60
C 2.151 0.601 -1.116 -0.66
C -0.382 0.501 1.296 0.46
H 1.551 0.594 -2.032 0.21
H 1.240 -2.650 -0.178 0.20
H -1.349 1.525 -0.295 0.22
H -2.848 -0.706 1.248 0.21
H 3.195 0.793 -1.391 0.22
H 0.747 -1.721 -1.705 0.19
H 1.820 1.435 -0.485 0.24
H -1.128 -0.221 -0.538 0.23
H 2.562 -0.753 0.578 0.20
H -0.386 -0.439 1.892 0.10
H -3.545 0.238 -0.076 0.22
H -3.125 1.032 1.449 0.21
```

The value obtained for the energy above the lowest of the compared OMol25 structures with the same formula, charge and spin is 1.3158 eV. For the total energy, the calculation gives -8463.0381 eV. Its SMILES is CCC=O.C=CC. Its LUMO energy is 0.960 eV. As for the gap between HOMO and LUMO: 0.39215 hartree. The net charge is 0. For the HOMO energy, the calculation gives -9.71 eV.


Record 7
Below is a 3-piece molecular cluster, C6H12O overall at a distorted geometry, with properties calculated with ωB97M-V with the def2-TZVPD basis set.

The geometry in XYZ format:
```
19
Properties=species:S:1:pos:R:3:nbo_charge:R:1
O 1.238 -0.911 0.062 -0.49
C -1.701 -1.417 -0.235 -0.61
C -1.130 -0.182 0.435 -0.26
C 0.184 1.337 -0.270 -0.40
C 0.326 0.058 0.152 0.42
C 2.497 -0.506 -0.461 -0.25
C -1.329 1.206 -0.261 -0.39
H 3.006 0.116 0.276 0.19
H -1.345 -2.330 0.256 0.22
H 3.085 -1.404 -0.651 0.20
H -1.931 1.939 0.281 0.19
H -1.748 1.093 -1.272 0.20
H -1.402 -1.458 -1.288 0.21
H -1.421 -0.156 1.495 0.22
H 2.377 0.054 -1.394 0.18
H 0.517 1.236 1.603 0.04
H 0.711 0.691 2.210 -0.10
H -2.793 -1.406 -0.186 0.21
H 0.858 2.039 -0.750 0.22
```

The value obtained for the energy above the lowest of the compared OMol25 structures with the same formula, charge and spin is 3.9834 eV. For the total energy, the calculation gives -8460.3705 eV. Its LUMO energy is 1.049 eV. As for the gap between HOMO and LUMO: 0.33489 hartree. The net charge is 0. For the HOMO energy, the calculation gives -8.06 eV.


Record 8
Below is a 3-piece molecular cluster, C6H12O12S3 overall at a distorted geometry, with properties calculated with ωB97M-V with the def2-TZVPD basis set.

The geometry in XYZ format:
```
33
Properties=species:S:1:pos:R:3:nbo_charge:R:1
S 3.546 0.516 -1.410 2.53
S -4.601 0.015 -0.129 2.53
S 0.942 0.368 2.705 2.50
O 1.609 1.349 1.917 -0.88
O 3.860 1.207 -0.204 -0.85
O -4.106 1.373 -0.814 -0.69
O -3.508 -0.930 -0.153 -0.92
O 2.532 1.055 -2.276 -0.92
O 1.318 -1.132 2.138 -0.67
O -5.867 -0.353 -0.657 -0.86
O 3.151 -0.991 -1.087 -0.71
O -4.724 0.676 1.361 -0.68
O -0.624 0.299 2.216 -0.71
O 4.835 0.054 -2.289 -0.68
O 0.893 0.456 4.142 -0.87
C 3.625 -1.927 -2.054 -0.10
C -3.823 1.768 1.493 -0.11
C 0.511 -1.456 1.024 -0.12
C -0.820 -0.699 1.163 -0.09
C -3.717 2.382 0.083 -0.10
C 4.462 -1.127 -3.035 -0.11
H -4.380 3.225 -0.107 0.20
H -2.883 1.425 1.931 0.21
H -2.679 2.716 -0.002 0.20
H 4.175 -2.692 -1.506 0.20
H -4.249 2.475 2.205 0.21
H 2.758 -2.416 -2.499 0.20
H 0.271 -2.507 1.223 0.20
H 0.965 -1.450 0.037 0.21
H -1.088 -0.076 0.315 0.21
H 3.883 -0.728 -3.872 0.21
H -1.660 -1.293 1.501 0.22
H 5.391 -1.582 -3.359 0.22
```

The value obtained for the energy above the lowest of the compared OMol25 structures with the same formula, charge and spin is 1.1227 eV. For the total energy, the calculation gives -63488.6807 eV. Its SMILES is O=S1(=O)OCCO1.O=S1(=O)OCCO1.O=S1(=O)OCCO1. Its LUMO energy is 0.382 eV. As for the gap between HOMO and LUMO: 0.41807 hartree. The net charge is 0. For the HOMO energy, the calculation gives -10.99 eV.


Record 9
Below is a 2-piece molecular cluster, C6H12O2 overall at a distorted geometry, with properties calculated with ωB97M-V with the def2-TZVPD basis set.

The geometry in XYZ format:
```
20
Properties=species:S:1:pos:R:3:nbo_charge:R:1
O -1.739 3.216 -1.027 -0.95
O 0.087 0.867 -2.233 -0.79
C 0.673 -0.512 1.117 0.06
C 0.037 0.838 1.286 -0.64
C -0.509 -1.207 -1.076 -0.53
C -0.215 -1.612 0.382 -0.45
C 1.863 -0.681 1.654 -0.47
C 0.480 -0.220 -1.853 0.08
H 2.240 -1.760 1.607 0.16
H 0.221 -2.725 0.341 0.18
H -0.279 1.212 0.378 0.24
H -2.459 2.855 -1.514 0.45
H -1.106 -1.806 1.035 0.18
H 1.365 -0.726 -2.242 0.06
H -0.761 0.793 2.042 0.19
H 0.784 1.573 1.796 0.19
H 2.465 -0.126 2.307 0.18
H -1.388 -0.562 -0.909 0.19
H -1.123 2.663 -1.414 0.49
H -0.636 -2.080 -1.677 0.18
```

The spin multiplicity is 2. The value obtained for the energy above the lowest of the compared OMol25 structures with the same formula, charge and spin is 1.5845 eV. For the total energy, the calculation gives -10508.6725 eV. Its LUMO energy (alpha / beta) is 4.055 / 3.879 eV. As for the gap between HOMO and LUMO (alpha / beta): 0.13349 / 0.27711 hartree. The net charge is -1. For the HOMO energy (alpha / beta), the calculation gives 0.42 / -3.66 eV.


Record 10
Below is a 2-piece molecular cluster, C6H12O2 overall at a distorted geometry, with properties calculated with ωB97M-V with the def2-TZVPD basis set.

The geometry in XYZ format:
```
20
Properties=species:S:1:pos:R:3:nbo_charge:R:1
O -1.513 -2.272 -0.001 -0.76
O 1.498 0.325 2.676 -0.91
C -0.323 0.289 -0.383 -0.40
C 0.299 -0.825 -0.690 -0.36
C 0.160 1.671 -0.644 -0.42
C -0.210 -2.153 -0.379 0.25
C 0.321 -3.386 -0.601 -0.71
C -0.891 2.731 -0.557 -0.60
H 2.081 -0.302 3.103 0.46
H -2.033 -1.444 -0.162 0.44
H 0.628 1.709 -1.679 0.16
H 0.890 0.525 3.336 0.45
H -1.290 2.969 -1.473 0.19
H 1.335 -3.412 -1.166 0.16
H -0.089 -4.258 -0.124 0.18
H 1.285 -0.675 -1.168 0.18
H -1.682 2.588 0.225 0.19
H -0.284 3.700 -0.336 0.17
H -1.231 0.335 0.119 0.14
H 1.047 1.885 -0.096 0.17
```

The spin multiplicity is 2. The value obtained for the energy above the lowest of the compared OMol25 structures with the same formula, charge and spin is 1.8949 eV. For the total energy, the calculation gives -10508.3621 eV. Its LUMO energy (alpha / beta) is 3.420 / 3.387 eV. As for the gap between HOMO and LUMO (alpha / beta): 0.09900 / 0.22240 hartree. The net charge is -1. For the HOMO energy (alpha / beta), the calculation gives 0.73 / -2.66 eV.


Record 11
Below is one molecule with the formula C6H12O2, with properties calculated with ωB97M-V with the def2-TZVPD basis set.

The geometry in XYZ format:
```
20
Properties=species:S:1:pos:R:3:nbo_charge:R:1
O 0.041 0.650 -3.303 -0.59
O 1.647 -0.459 -2.201 -0.70
C 1.070 0.838 1.347 -0.60
C -0.270 0.433 0.764 -0.22
C 0.369 -0.094 -2.422 0.80
C -0.129 -0.896 -0.019 -0.40
C -0.579 -0.777 -1.472 -0.52
C -1.293 0.295 1.915 -0.60
H 1.771 1.134 0.568 0.21
H -1.490 -0.189 -1.505 0.23
H -0.700 -1.683 0.471 0.21
H 2.241 -0.063 -2.852 0.50
H -0.627 1.226 0.115 0.20
H 1.531 0.020 1.903 0.20
H 1.001 1.707 2.002 0.21
H 0.913 -1.210 0.025 0.22
H -1.745 1.264 2.125 0.21
H -0.903 -1.727 -1.921 0.24
H -0.777 -0.049 2.807 0.20
H -2.071 -0.420 1.654 0.20
```

The value obtained for the energy above the lowest of the compared OMol25 structures with the same formula, charge and spin is 0.2077 eV. For the total energy, the calculation gives -10512.0993 eV. Its SMILES is CC(C)CCC(=O)O. Its LUMO energy is 0.767 eV. As for the gap between HOMO and LUMO: 0.41101 hartree. The net charge is 0. For the HOMO energy, the calculation gives -10.42 eV.


Record 12
Below is a 2-piece molecular cluster, C6H12O2 overall at a distorted geometry, with properties calculated with ωB97M-V with the def2-TZVPD basis set.

The geometry in XYZ format:
```
20
Properties=species:S:1:pos:R:3:nbo_charge:R:1
O -0.287 -1.879 -0.124 -0.54
O -2.816 0.885 0.987 -0.53
C 2.354 -0.877 -0.407 -0.61
C 1.308 1.066 0.808 -0.61
C 1.496 -0.444 0.774 -0.33
C -2.226 0.647 -0.057 0.45
C -2.892 0.483 -1.385 -0.73
C 0.134 -1.191 0.802 0.44
H 3.347 -0.419 -0.357 0.21
H -1.091 0.542 -0.060 0.10
H 2.498 -1.962 -0.402 0.22
H 0.574 1.358 1.567 0.22
H 1.889 -0.602 -1.360 0.21
H -3.723 -0.219 -1.307 0.25
H 0.948 1.435 -0.159 0.21
H -0.354 -1.194 1.791 0.13
H 2.252 1.574 1.023 0.22
H -2.160 0.098 -2.101 0.22
H -3.247 1.456 -1.731 0.24
H 1.997 -0.757 1.697 0.22
```

The value obtained for the energy above the lowest of the compared OMol25 structures with the same formula, charge and spin is 1.6725 eV. For the total energy, the calculation gives -10510.6345 eV. Its SMILES is CC(C)C=O.CC=O. Its LUMO energy is 0.851 eV. As for the gap between HOMO and LUMO: 0.39413 hartree. The net charge is 0. For the HOMO energy, the calculation gives -9.87 eV.


total energy of number 12 (C6H12O2)? -10510.6345 eV